# C5H11NOS

A single C5H11NOS molecule (the ωB97M-V functional and the def2-TZVPD basis, the Open Molecules 2025 dataset).

The geometry in XYZ format:
```
19
Properties=species:S:1:pos:R:3:forces:R:3:mulliken_charge:R:1
C -0.689 2.893 -0.386 -0.14 1.06 0.40 -0.921
C -0.607 1.852 0.722 0.19 -1.15 1.63 -0.340
N -0.008 0.551 0.132 -0.87 3.03 1.14 -0.191
C -0.542 -0.660 0.296 -0.58 -0.84 -0.12 0.576
O -1.344 -0.878 1.189 0.04 -0.31 -0.63 -0.634
C -0.104 -1.696 -0.788 -4.09 0.77 -1.33 -0.660
C 1.181 -2.302 -0.452 2.68 -2.29 -1.02 -0.553
S 1.052 -3.308 1.145 1.62 1.85 0.41 -0.223
H -1.687 3.265 -0.112 0.37 0.85 -1.08 0.274
H 0.078 3.722 -0.188 -1.07 -1.18 -0.88 0.240
H -0.721 2.484 -1.444 0.27 0.56 1.41 0.338
H 0.079 2.193 1.563 -0.76 -0.39 -1.05 0.312
H -1.694 1.850 1.255 2.75 -1.38 -1.45 0.229
H 0.801 0.744 -0.434 -0.18 -0.29 -0.34 0.236
H -1.032 -2.355 -0.941 1.59 0.11 1.01 0.292
H -0.204 -1.229 -1.822 1.07 0.01 1.17 0.319
H 1.974 -1.490 -0.494 -0.69 -1.21 0.66 0.285
H 1.559 -3.129 -1.209 -0.96 1.85 1.24 0.279
H 1.909 -2.507 1.969 -1.24 -1.05 -1.16 0.141
```
Positions in Å, forces in eV/Å.

For the highest occupied orbital energy, the calculation gives -8.87 eV. Its total energy is -19734.668 eV. The calculation puts the energy above the lowest of the compared OMol25 structures with the same formula, charge and spin at 55.97 kcal/mol. As for the molecular weight: 133.22 g mol⁻¹. The LUMO energy is 0.66 eV. The spin multiplicity is 1.



# C5H7O4Tm

A molecular structure, C5H7O4Tm (the ωB97M-V functional and the def2-TZVPD basis, the Open Molecules 2025 dataset).

The geometry in XYZ format:
```
17
Properties=species:S:1:pos:R:3:forces:R:3:lowdin_spin:R:1
O 3.551 0.137 1.112 0.25 0.38 0.18 0.042
C 2.792 -0.633 0.470 1.35 -2.35 -0.23 0.032
O 1.678 0.197 -0.001 -1.25 -0.64 -0.71 0.182
O 2.845 -1.787 0.140 -0.54 1.49 0.41 0.012
Tm 2.932 2.216 1.129 -0.03 0.19 0.20 1.824
C 0.062 0.067 -1.677 -2.47 0.89 -0.58 0.015
C 0.580 -0.405 -0.468 0.12 2.74 2.79 0.543
H 0.639 0.864 -2.162 -0.27 -0.39 -0.31 0.008
H -0.629 -0.583 -2.218 0.16 0.46 -0.20 0.009
O -3.032 -0.144 0.976 0.20 0.82 -0.59 0.001
C -1.813 -0.539 0.379 -1.06 -1.87 1.21 0.039
C -0.978 0.641 -0.131 2.99 -3.32 -1.95 0.223
H -3.245 -0.741 1.698 0.03 -0.07 0.08 0.000
H -2.055 -1.244 -0.435 0.49 0.32 -0.10 0.012
H -1.229 -1.074 1.147 -0.21 0.20 -0.45 0.003
H -0.531 1.623 -0.376 0.65 0.59 0.04 0.033
H -1.567 1.406 0.419 -0.41 0.56 0.22 0.021
```
Positions in Å, forces in eV/Å.

For the highest occupied orbital energy (alpha / beta), the calculation gives -9.88 / -10.79 eV. As for the net charge: +1. Its total energy is -43000.061 eV. The calculation puts the energy above the lowest of the compared OMol25 structures with the same formula, charge and spin at 204.23 kcal/mol. As for the molecular weight: 300.04 g mol⁻¹. The LUMO energy (alpha / beta) is -6.16 / -6.34 eV. The spin multiplicity is 4.



# C19H22GeN2OTeZr

A molecular structure, C19H22GeN2OTeZr (the ωB97M-V functional and the def2-TZVPD basis, the Open Molecules 2025 dataset).

The geometry in XYZ format:
```
47
Properties=species:S:1:pos:R:3:forces:R:3:mulliken_charge:R:1
Zr -1.194 -0.162 -0.531 -0.35 0.49 0.96 0.654
O 0.084 -1.550 -0.946 1.22 -0.40 0.01 -0.832
C 1.251 -1.549 -0.209 -0.16 0.01 -0.06 0.804
C 2.324 -2.293 -0.679 -0.02 -0.18 -0.07 -0.468
C 3.508 -2.353 0.037 0.00 0.03 0.07 -0.428
C 3.625 -1.666 1.239 -0.01 -0.03 -0.08 -0.877
C 2.562 -0.901 1.693 0.00 0.05 0.07 -0.844
C 1.377 -0.803 0.976 -0.19 -0.02 0.14 -0.176
C 0.256 0.147 1.433 0.13 0.04 -0.14 1.596
N -1.097 -0.585 1.454 -0.42 0.16 0.21 -0.325
C -1.656 -0.295 2.715 0.10 -0.23 -0.41 -0.334
C -0.832 0.407 3.475 0.35 0.21 0.17 -0.890
N 0.417 0.596 2.820 -0.04 0.04 0.01 -0.384
H 2.197 -2.839 -1.606 0.01 0.01 0.02 0.451
H 4.333 -2.944 -0.340 0.00 0.00 0.01 0.379
H 4.540 -1.718 1.815 -0.01 0.00 -0.01 0.400
H 2.636 -0.356 2.626 0.00 -0.02 -0.02 0.466
H -2.628 -0.676 2.982 -0.04 -0.03 -0.03 0.413
H -0.973 0.751 4.486 0.02 -0.02 -0.01 0.443
H 0.781 1.539 2.868 -0.06 0.01 0.02 0.370
Te -2.583 1.617 -2.347 -0.20 0.07 -0.14 -0.043
C -3.452 -0.041 -1.360 -0.76 -0.09 -0.19 -0.937
C -4.100 0.119 -0.120 -0.03 -0.19 -0.09 0.224
C -4.423 -0.982 0.664 -0.04 0.07 -0.02 -0.660
C -4.083 -2.267 0.261 -0.04 -0.01 0.06 -0.367
C -3.446 -2.452 -0.953 0.02 0.00 -0.11 -0.344
C -3.135 -1.357 -1.758 -0.51 -0.10 -0.12 -0.049
H -4.362 1.116 0.206 0.07 0.04 0.07 0.410
H -4.935 -0.830 1.607 0.02 0.01 0.01 0.497
H -4.304 -3.115 0.894 -0.01 0.01 0.00 0.395
H -3.171 -3.447 -1.277 0.01 -0.01 -0.02 0.401
H -2.666 -1.518 -2.721 0.11 0.02 -0.05 0.423
C 0.986 3.675 -1.410 -0.04 0.15 0.02 -1.320
Ge 1.355 1.809 -0.982 -0.04 0.24 -0.14 0.842
C 1.088 0.816 -2.682 0.06 -0.03 0.06 -1.365
C 3.243 1.656 -0.571 0.21 -0.10 0.17 -1.299
C 0.074 1.325 0.413 0.55 -0.41 -0.29 -1.282
H 1.530 3.961 -2.313 -0.04 0.01 0.05 0.369
H 1.305 4.326 -0.593 -0.03 0.00 -0.04 0.368
H -0.081 3.829 -1.578 0.03 0.02 -0.01 0.286
H 2.042 0.366 -2.969 -0.03 0.03 -0.01 0.449
H 0.778 1.531 -3.443 0.03 -0.02 -0.05 0.443
H 0.354 0.011 -2.676 0.10 0.05 -0.13 0.391
H 3.803 2.206 -1.331 0.03 -0.03 0.04 0.412
H 3.562 0.612 -0.574 0.02 0.06 0.01 0.340
H 3.463 2.083 0.409 0.06 -0.01 -0.04 0.361
H -0.353 2.197 0.896 -0.09 0.08 0.11 0.640
```
Positions in Å, forces in eV/Å.

For the highest occupied orbital energy, the calculation gives -7.01 eV. Its total energy is -90176.997 eV. The calculation puts the energy above the lowest of the compared OMol25 structures with the same formula, charge and spin at 4.30 kcal/mol. As for the molecular weight: 585.83 g mol⁻¹. The LUMO energy is -0.29 eV. The spin multiplicity is 1.